{"formula": "C90H210O45", "method": "ωB97M-V/def2-TZVPD", "lumo_ev": 0.4, "orbital_gap_ha": 0.3378, "relative_energy_ev": 0.8789, "multiplicity": 1, "homo_ev": -8.82, "species": ["C", "O", "C", "C", "O", "C", "C", "O", "C", "H", "H", "H", "H", "H", "H", "H", "H", "H", "H", "H", "H", "H", "H", "C", "O", "C", "C", "O", "C", "C", "O", "C", "H", "H", "H", "H", "H", "H", "H", "H", "H", "H", "H", "H", "H", "H", "C", "O", "C", "C", "O", "C", "C", "O", "C", "H", "H", "H", "H", "H", "H", "H", "H", "H", "H", "H", "H", "H", "H", "C", "O", "C", "C", "O", "C", "C", "O", "C", "H", "H", "H", "H", "H", "H", "H", "H", "H", "H", "H", "H", "H", "H", "C", "O", "C", "C", "O", "C", "C", "O", "C", "H", "H", "H", "H", "H", "H", "H", "H", "H", "H", "H", "H", "H", "H", "C", "O", "C", "C", "O", "C", "C", "O", "C", "H", "H", "H", "H", "H", "H", "H", "H", "H", "H", "H", "H", "H", "H", "C", "O", "C", "C", "O", "C", "C", "O", "C", "H", "H", "H", "H", "H", "H", "H", "H", "H", "H", "H", "H", "H", "H", "C", "O", "C", "C", "O", "C", "C", "O", "C", "H", "H", "H", "H", "H", "H", "H", "H", "H", "H", "H", "H", "H", "H", "C", "O", "C", "C", "O", "C", "C", "O", "C", "H", "H", "H", "H", "H", "H", "H", "H", "H", "H", "H", "H", "H", "H", "C", "O", "C", "C", "O", "C", "C", "O", "C", "H", "H", "H", "H", "H", "H", "H", "H", "H", "H", "H", "H", "H", "H", "C", "O", "C", "C", "O", "C", "C", "O", "C", "H", "H", "H", "H", "H", "H", "H", "H", "H", "H", "H", "H", "H", "H", "C", "O", "C", "C", "O", "C", "C", "O", "C", "H", "H", "H", "H", "H", "H", "H", "H", "H", "H", "H", "H", "H", "H", "C", "O", "C", "C", "O", "C", "C", "O", "C", "H", "H", "H", "H", "H", "H", "H", "H", "H", "H", "H", "H", "H", "H", "C", "O", "C", "C", "O", "C", "C", "O", "C", "H", "H", "H", "H", "H", "H", "H", "H", "H", "H", "H", "H", "H", "H", "C", "O", "C", "C", "O", "C", "C", "O", "C", "H", "H", "H", "H", "H", "H", "H", "H", "H", "H", "H", "H", "H", "H"], "positions_angstrom": [[0.25, -1.68, -4.25], [0.71, -0.89, -3.22], [1.94, -0.35, -3.48], [1.95, 0.81, -4.45], [1.32, 1.94, -3.76], [1.26, 2.94, -4.79], [0.45, 4.07, -4.17], [0.52, 5.24, -4.99], [-0.65, 6.06, -4.66], [-0.32, -2.54, -3.83], [1.06, -2.05, -4.88], [-0.35, -1.13, -4.97], [2.48, -1.06, -4.03], [2.36, -0.13, -2.52], [1.38, 0.54, -5.31], [2.94, 1.11, -4.80], [0.94, 2.58, -5.78], [2.32, 3.30, -4.96], [0.76, 4.45, -3.20], [-0.53, 3.62, -3.97], [-0.69, 6.14, -3.61], [-1.58, 5.50, -5.03], [-0.58, 7.07, -5.18], [4.37, -2.19, 0.10], [5.55, -1.39, -0.04], [6.67, -2.22, -0.48], [7.99, -1.56, -0.23], [8.23, -0.40, -1.10], [7.74, 0.75, -0.50], [8.21, 1.95, -1.38], [9.55, 2.26, -0.97], [10.08, 3.33, -1.72], [3.64, -1.52, 0.56], [4.50, -3.02, 0.74], [4.09, -2.62, -0.87], [6.58, -2.58, -1.50], [6.68, -3.18, 0.07], [8.85, -2.25, -0.46], [8.18, -1.18, 0.77], [8.14, 0.97, 0.50], [6.63, 0.69, -0.42], [7.52, 2.81, -1.23], [8.17, 1.71, -2.42], [10.15, 3.19, -2.79], [11.08, 3.52, -1.28], [9.47, 4.21, -1.56], [-3.48, 6.08, 5.07], [-2.69, 4.92, 5.14], [-1.79, 4.72, 4.06], [-0.64, 5.72, 4.16], [0.25, 5.49, 3.10], [1.64, 5.59, 3.46], [2.12, 4.32, 4.19], [2.23, 4.63, 5.55], [2.37, 3.48, 6.32], [-3.05, 7.00, 5.44], [-4.27, 5.86, 5.79], [-3.94, 6.24, 4.05], [-2.30, 4.76, 3.14], [-1.53, 3.70, 4.35], [-0.19, 5.74, 5.19], [-1.14, 6.73, 4.03], [1.80, 6.47, 4.06], [2.09, 5.70, 2.52], [3.11, 4.04, 3.80], [1.34, 3.53, 4.04], [1.52, 2.82, 6.30], [2.49, 3.80, 7.38], [3.30, 2.96, 6.01], [-6.83, 1.87, 2.54], [-6.94, 3.20, 2.88], [-5.82, 3.74, 3.48], [-5.40, 3.16, 4.83], [-4.32, 2.26, 4.57], [-3.70, 1.92, 5.74], [-2.60, 0.99, 5.35], [-1.48, 1.61, 4.75], [-1.25, 1.21, 3.45], [-6.88, 1.24, 3.38], [-5.95, 1.66, 1.88], [-7.69, 1.62, 1.89], [-5.98, 4.83, 3.59], [-4.91, 3.70, 2.83], [-6.15, 2.66, 5.41], [-5.16, 3.91, 5.57], [-4.41, 1.42, 6.31], [-3.39, 2.76, 6.25], [-3.13, 0.32, 4.66], [-2.14, 0.45, 6.24], [-0.90, 2.08, 2.91], [-2.08, 0.71, 2.93], [-0.50, 0.36, 3.37], [5.79, -0.48, 5.02], [5.30, 0.64, 4.30], [5.87, 0.73, 2.99], [5.09, 1.75, 2.22], [3.87, 1.10, 1.72], [3.34, 1.58, 0.44], [2.38, 2.79, 0.63], [3.03, 4.03, 0.89], [3.31, 4.68, -0.34], [5.19, -0.62, 5.91], [6.82, -0.25, 5.33], [5.79, -1.34, 4.32], [5.95, -0.23, 2.45], [6.97, 1.05, 3.00], [5.68, 2.08, 1.34], [4.69, 2.59, 2.74], [2.77, 0.69, -0.01], [4.16, 1.88, -0.16], [1.88, 2.49, 1.56], [1.70, 2.99, -0.19], [2.45, 4.88, -0.98], [3.97, 4.16, -1.02], [3.62, 5.66, -0.17], [8.22, -2.06, -4.62], [7.40, -0.99, -4.85], [6.46, -0.82, -3.81], [5.16, -0.07, -4.31], [4.43, -0.84, -5.18], [4.81, -0.77, -6.59], [4.63, -2.07, -7.29], [5.60, -3.05, -6.93], [5.23, -4.40, -7.40], [7.60, -2.98, -4.76], [8.57, -2.11, -3.56], [9.05, -2.05, -5.33], [6.79, -0.30, -2.95], [6.00, -1.73, -3.44], [5.50, 0.84, -4.81], [4.69, 0.26, -3.43], [5.77, -0.43, -6.79], [4.17, -0.11, -7.15], [4.69, -1.79, -8.42], [3.58, -2.42, -7.17], [5.06, -4.45, -8.49], [4.39, -4.76, -6.84], [6.11, -4.98, -7.29], [2.13, 0.19, 5.45], [2.20, -1.12, 5.08], [2.08, -1.30, 3.71], [2.43, -2.74, 3.40], [3.84, -2.94, 3.60], [4.22, -4.29, 3.34], [5.74, -4.44, 3.32], [6.38, -3.89, 2.23], [7.78, -3.99, 2.46], [2.89, 0.86, 4.93], [2.31, 0.21, 6.60], [1.07, 0.68, 5.35], [2.87, -0.62, 3.27], [1.04, -1.13, 3.45], [2.21, -2.92, 2.32], [1.83, -3.47, 3.94], [3.79, -4.70, 2.39], [3.92, -4.99, 4.19], [5.86, -5.56, 3.40], [6.12, -3.96, 4.22], [8.23, -3.88, 1.42], [7.96, -4.99, 2.87], [8.13, -3.23, 3.20], [-3.49, 2.31, -1.71], [-3.64, 2.12, -0.37], [-2.73, 2.93, 0.33], [-1.26, 2.51, 0.16], [-1.23, 1.15, 0.42], [0.03, 0.53, 0.30], [-0.26, -0.89, 0.14], [0.87, -1.69, 0.29], [0.56, -3.07, 0.17], [-4.20, 1.74, -2.21], [-2.48, 2.16, -2.13], [-3.70, 3.34, -1.93], [-2.95, 2.81, 1.34], [-2.85, 3.99, 0.05], [-0.79, 3.24, 0.92], [-0.83, 2.78, -0.78], [0.63, 0.73, 1.19], [0.52, 0.89, -0.61], [-0.76, -1.06, -0.84], [-1.01, -1.26, 0.90], [-0.10, -3.40, 1.01], [1.48, -3.58, 0.28], [0.03, -3.30, -0.75], [-5.04, 8.75, -0.15], [-3.99, 8.51, 0.76], [-2.92, 9.43, 0.71], [-2.11, 9.27, 2.04], [-2.95, 9.38, 3.20], [-3.45, 10.67, 3.50], [-2.69, 11.52, 4.50], [-1.58, 12.15, 3.87], [-1.02, 13.11, 4.73], [-5.63, 7.78, -0.22], [-4.64, 8.95, -1.15], [-5.67, 9.50, 0.33], [-3.30, 10.46, 0.68], [-2.28, 9.37, -0.22], [-1.34, 10.05, 2.02], [-1.69, 8.24, 2.14], [-4.40, 10.56, 4.03], [-3.70, 11.31, 2.58], [-2.24, 10.87, 5.26], [-3.33, 12.32, 4.97], [-1.58, 14.09, 4.73], [-0.02, 13.27, 4.38], [-0.90, 12.79, 5.74], [-8.77, 2.53, -2.34], [-7.49, 3.08, -2.71], [-6.97, 2.49, -3.89], [-5.83, 3.42, -4.38], [-5.06, 2.77, -5.37], [-4.14, 3.74, -5.81], [-3.23, 3.09, -6.84], [-2.36, 2.18, -6.13], [-1.71, 1.30, -6.99], [-9.53, 2.83, -3.03], [-9.08, 3.05, -1.39], [-8.71, 1.42, -2.23], [-7.77, 2.36, -4.68], [-6.65, 1.48, -3.71], [-5.18, 3.62, -3.48], [-6.13, 4.36, -4.83], [-3.60, 4.26, -4.98], [-4.71, 4.50, -6.29], [-2.70, 3.89, -7.37], [-3.91, 2.55, -7.50], [-1.17, 0.60, -6.39], [-1.05, 1.96, -7.57], [-2.40, 0.77, -7.63], [3.69, -3.99, -3.45], [4.99, -4.49, -3.49], [5.14, -5.87, -3.25], [5.30, -6.19, -1.73], [4.02, -6.41, -1.08], [4.07, -6.60, 0.32], [2.73, -6.37, 0.90], [2.86, -6.70, 2.29], [1.50, -6.80, 2.86], [3.02, -4.79, -3.83], [3.65, -3.10, -4.02], [3.26, -3.72, -2.47], [6.02, -6.23, -3.78], [4.33, -6.46, -3.62], [5.74, -5.34, -1.22], [5.91, -7.11, -1.66], [4.83, -5.89, 0.72], [4.40, -7.65, 0.59], [1.97, -6.94, 0.42], [2.44, -5.28, 0.78], [1.57, -6.75, 3.96], [0.89, -7.68, 2.61], [0.78, -6.08, 2.51], [-6.85, -0.95, 7.14], [-6.45, -1.87, 8.10], [-5.74, -2.95, 7.55], [-4.26, -2.80, 7.82], [-3.61, -2.21, 6.67], [-2.23, -2.44, 6.75], [-1.55, -2.36, 5.34], [-1.85, -3.56, 4.69], [-1.22, -3.75, 3.44], [-7.73, -1.39, 6.58], [-6.10, -0.63, 6.45], [-7.22, 0.00, 7.69], [-5.91, -2.97, 6.47], [-6.14, -3.80, 7.96], [-3.75, -3.78, 7.99], [-4.09, -2.12, 8.69], [-1.99, -3.50, 7.01], [-1.68, -1.72, 7.44], [-0.47, -2.31, 5.61], [-1.74, -1.47, 4.65], [-0.22, -4.30, 3.51], [-1.12, -2.76, 2.89], [-1.92, -4.36, 2.86], [-1.27, -9.34, -3.98], [-0.05, -9.05, -3.27], [-0.11, -7.84, -2.59], [0.96, -6.82, -3.05], [0.95, -6.54, -4.41], [0.21, -5.40, -4.71], [0.31, -5.06, -6.23], [-0.28, -3.83, -6.62], [-1.61, -3.72, -6.26], [-1.88, -9.80, -3.24], [-1.04, -9.99, -4.82], [-1.77, -8.44, -4.40], [0.17, -8.02, -1.56], [-1.17, -7.46, -2.85], [1.89, -7.38, -2.89], [0.91, -5.93, -2.38], [0.62, -4.51, -4.16], [-0.84, -5.60, -4.47], [-0.09, -5.98, -6.80], [1.35, -5.00, -6.52], [-1.89, -2.66, -6.58], [-1.78, -3.78, -5.16], [-2.38, -4.36, -6.72], [-2.62, -5.09, -1.59], [-2.19, -3.87, -2.17], [-2.84, -2.80, -1.47], [-2.76, -1.51, -2.21], [-3.69, -1.45, -3.22], [-3.29, -0.52, -4.25], [-4.47, -0.23, -5.15], [-4.79, -1.38, -5.88], [-6.12, -1.41, -6.38], [-3.73, -5.02, -1.71], [-2.47, -5.18, -0.51], [-2.10, -5.86, -2.20], [-2.49, -2.82, -0.44], [-3.87, -3.07, -1.39], [-1.75, -1.43, -2.64], [-2.93, -0.66, -1.49], [-2.39, -0.94, -4.73], [-2.90, 0.46, -3.86], [-4.31, 0.64, -5.82], [-5.30, -0.06, -4.41], [-6.21, -0.89, -7.38], [-6.87, -1.00, -5.70], [-6.38, -2.42, -6.62], [-3.29, -7.15, 2.59], [-3.73, -6.18, 1.68], [-4.81, -5.50, 2.24], [-5.17, -4.25, 1.41], [-4.30, -3.21, 1.62], [-4.73, -2.22, 2.47], [-5.09, -0.98, 1.65], [-6.17, -1.25, 0.83], [-6.00, -0.52, -0.41], [-4.12, -7.81, 2.92], [-2.77, -6.67, 3.48], [-2.57, -7.69, 2.04], [-4.59, -5.14, 3.23], [-5.69, -6.19, 2.31], [-6.24, -3.97, 1.64], [-5.21, -4.54, 0.39], [-3.90, -1.87, 3.17], [-5.51, -2.61, 3.09], [-4.22, -0.56, 1.08], [-5.40, -0.21, 2.33], [-5.70, 0.52, -0.19], [-6.94, -0.49, -0.97], [-5.23, -0.98, -1.02]]}